A molecular structure, C44H47MgN2O3PS4Sb2, computed with ωB97M-V/def2-TZVPD.

```
104
Properties=species:S:1:pos:R:3:forces:R:3
Sb -1.294 0.555 -3.507 0.000 -0.007 0.066
Sb -1.878 -2.652 0.982 -0.005 0.011 0.003
S -0.816 1.159 1.858 0.017 0.007 0.010
S -0.449 2.166 4.620 0.008 -0.053 0.021
S 2.447 2.539 4.432 0.011 -0.046 0.019
S 2.692 1.605 1.625 0.033 -0.014 0.028
P 1.038 3.376 -1.290 0.011 0.011 0.002
Mg 0.913 0.661 0.263 -0.038 0.084 -0.043
O 1.383 -1.177 -0.147 0.004 -0.084 -0.057
O 0.816 1.874 -1.311 -0.029 -0.027 0.063
O 1.043 3.062 6.604 0.018 -0.101 0.044
N 2.655 -2.530 1.227 0.001 0.026 -0.034
N 3.785 -3.321 1.088 -0.039 -0.009 0.024
C -1.920 -4.762 -2.971 0.004 -0.016 0.008
C -4.236 -2.609 -5.932 -0.001 0.006 0.005
C 0.254 -5.048 -2.000 0.013 0.011 0.015
C 0.554 -0.469 -3.834 0.003 -0.004 -0.020
C -2.862 -2.747 -6.047 0.003 0.003 -0.006
C 0.059 -3.040 4.465 0.003 0.002 -0.001
C -3.285 -1.210 0.172 -0.002 -0.021 0.025
C -1.669 -0.165 -1.497 0.024 -0.009 0.044
C -3.236 -4.560 2.964 0.001 0.006 0.005
C 5.603 -3.651 -0.557 0.002 -0.011 -0.001
C 2.776 3.784 -1.443 0.004 -0.008 0.000
C -4.538 -4.336 0.971 0.002 0.001 -0.001
C -0.634 -5.279 -3.040 0.000 0.006 -0.009
C -3.054 -0.749 -1.263 -0.016 0.039 -0.020
C 1.359 -1.599 3.048 -0.003 0.000 -0.012
C 2.405 -1.882 0.052 0.015 0.024 0.066
C -5.302 -5.769 2.745 -0.001 -0.004 0.001
C 4.298 -3.066 -0.149 0.010 -0.022 -0.004
C -4.178 -5.439 3.486 -0.002 -0.003 0.001
C 0.500 -4.150 3.754 0.011 -0.008 -0.003
C -3.903 -0.732 -4.469 -0.012 -0.008 -0.009
C 0.717 -1.820 -3.530 0.004 0.010 0.025
C 0.298 1.763 3.077 -0.006 0.002 -0.005
C 1.601 0.208 -4.453 -0.001 -0.003 -0.019
C -3.400 -3.997 1.701 0.002 0.000 -0.011
C 2.780 -0.447 -4.787 0.000 0.005 0.000
C 3.472 -2.222 -0.827 0.003 0.001 -0.020
C -5.481 -5.215 1.484 0.001 -0.001 -0.003
C 1.886 -2.483 -3.879 0.008 -0.009 0.012
C 1.633 1.939 2.992 0.001 -0.007 -0.007
C 1.771 -2.709 2.333 0.012 0.007 0.023
C -2.317 -4.027 -1.862 0.005 0.002 -0.002
C 0.198 4.144 -2.678 0.000 -0.011 0.000
C 1.023 2.656 5.472 -0.038 0.213 -0.081
C 0.431 4.182 0.188 0.006 0.016 -0.025
C -4.758 -1.593 -5.142 0.002 -0.006 -0.004
C -0.142 -4.283 -0.909 -0.002 -0.004 -0.002
C -2.010 -1.887 -5.363 0.025 -0.049 0.018
C 0.479 -1.768 4.107 -0.001 0.006 0.007
C 2.916 -1.800 -4.512 0.005 -0.001 0.005
C 4.620 -3.536 2.262 0.011 0.014 0.009
C -2.517 -0.878 -4.550 -0.040 0.068 -0.023
C -1.433 -3.764 -0.816 0.002 -0.009 -0.005
C 1.349 -3.989 2.672 -0.014 -0.004 -0.004
H 0.168 -5.143 4.030 0.000 -0.001 0.000
H 1.495 1.261 -4.693 -0.002 0.001 -0.006
H 1.681 -4.842 2.092 0.003 0.002 -0.001
H 5.127 -4.494 2.166 0.020 0.014 -0.019
H -0.890 -0.901 -1.266 -0.008 -0.022 -0.054
H -2.619 -4.932 -3.781 -0.001 0.001 0.009
H 3.581 0.094 -5.275 0.001 -0.003 -0.001
H 0.569 -4.094 -0.111 0.006 0.009 0.002
H -3.336 -3.661 -1.826 -0.013 0.008 0.000
H -0.872 3.951 -2.605 -0.001 0.001 0.001
H -0.621 3.934 0.335 -0.003 -0.010 -0.005
H -3.813 0.004 -1.508 0.017 0.003 -0.004
H 0.133 -0.898 4.651 0.002 0.003 0.001
H -3.211 -0.363 0.858 -0.008 0.008 -0.004
H -4.335 0.064 -3.870 0.007 0.001 -0.002
H -2.445 -3.527 -6.672 0.000 -0.001 -0.002
H -6.038 -6.453 3.148 -0.001 0.000 0.001
H 1.258 -5.455 -2.038 0.001 -0.002 -0.002
H -4.286 -1.631 0.284 0.000 -0.003 -0.003
H -4.702 -3.911 -0.012 -0.005 -0.002 -0.001
H 0.552 5.262 0.086 -0.006 0.002 0.019
H 0.992 3.825 1.053 0.001 -0.006 -0.005
H 5.620 -4.729 -0.395 -0.001 -0.002 -0.003
H 1.989 -3.537 -3.651 -0.007 -0.003 0.002
H -5.830 -1.466 -5.055 -0.001 -0.003 -0.002
H -0.075 -2.373 -3.036 0.000 0.003 -0.012
H 0.377 5.219 -2.680 0.000 0.001 0.000
H -2.363 -4.305 3.554 -0.005 -0.001 0.000
H 3.567 -1.876 -1.841 -0.001 -0.002 0.001
H -3.219 -1.571 -1.957 -0.014 -0.021 -0.015
H -0.617 -3.168 5.302 -0.001 -0.002 0.000
H 5.352 -2.735 2.381 -0.019 0.017 0.015
H 6.422 -3.211 0.016 0.000 0.001 0.001
H 2.916 4.863 -1.510 -0.005 0.003 0.001
H 3.291 3.401 -0.561 -0.003 0.002 -0.004
H 5.780 -3.452 -1.611 0.001 0.001 0.000
H -6.357 -5.467 0.901 0.000 -0.001 -0.001
H -0.328 -5.861 -3.901 0.004 0.000 -0.001
H 0.560 3.711 -3.611 0.003 -0.003 0.002
H 3.177 3.306 -2.337 0.001 -0.001 -0.002
H -4.899 -3.280 -6.464 -0.003 -0.002 0.001
H -0.941 -2.022 -5.464 -0.013 0.009 -0.005
H 3.984 -3.569 3.142 0.001 -0.034 -0.003
H -4.035 -5.862 4.473 0.000 -0.001 0.001
H 1.730 -0.617 2.782 0.000 0.005 -0.001
H -1.529 0.704 -0.848 0.020 0.004 -0.016
H 3.823 -2.322 -4.793 0.003 0.002 0.001
```
Forces are in eV/Å.

The LUMO energy comes out at 0.23 eV. As for the gap between HOMO and LUMO: 6.771 eV. For the largest force on an atom, the calculation gives 0.23 eV/A. The energy relative to the best compared isomer or geometry (same formula, charge and spin) is 0.0000 eV.

***

A molecular structure, C44H48AsN6O2Ta, computed with ωB97M-V/def2-TZVPD.

```
102
Properties=species:S:1:pos:R:3:forces:R:3
Ta -1.020 0.008 -0.446 -0.077 -0.985 -0.300
As 1.833 0.272 0.438 -0.017 -0.023 0.140
O 0.735 -1.513 -2.750 -0.054 0.121 0.186
O -0.590 2.983 -0.569 0.012 0.015 -0.159
N -1.714 1.119 1.200 -0.127 0.409 0.055
N -0.915 -1.705 0.813 0.087 0.069 0.076
N -1.742 -1.625 -1.551 -0.387 -0.351 -0.023
N -0.317 1.958 -1.242 0.022 0.601 0.415
N -2.863 0.782 -0.994 -0.226 0.133 0.006
N 0.413 -0.279 -2.163 0.023 -0.033 -0.190
C 2.643 1.871 -0.293 0.089 -0.071 0.022
C 4.007 -3.542 -1.363 -0.043 -0.010 0.020
C -1.676 -2.880 -1.066 0.000 0.151 -0.024
C 3.974 -1.156 -1.021 0.024 0.017 -0.029
C 3.807 4.240 -1.171 -0.002 0.016 0.006
C -3.522 0.547 -2.288 -0.027 0.082 -0.013
C 2.745 0.291 2.185 0.295 0.050 -0.057
C 0.613 0.748 -2.954 0.012 0.266 0.100
C -2.819 1.888 1.059 0.086 0.091 0.043
C 4.138 0.358 2.067 -0.023 0.019 0.048
C -1.939 -3.994 -1.884 0.021 -0.094 0.112
C -1.415 -1.779 3.313 0.016 -0.056 0.016
C -1.605 0.761 3.673 0.108 0.016 0.068
C 2.819 -3.654 -0.656 -0.020 0.017 0.024
C -3.161 2.903 1.973 -0.014 -0.127 -0.131
C -1.160 -4.095 1.083 -0.038 0.154 -0.106
C -1.400 -5.430 0.778 -0.005 -0.054 0.006
C 0.231 2.036 -2.441 0.039 -0.282 -0.087
C 3.797 3.125 -1.994 -0.019 -0.041 -0.006
C 4.949 0.391 3.189 -0.039 0.001 -0.065
C 2.203 -2.517 -0.146 0.007 -0.005 -0.056
C 1.198 0.654 -4.316 0.033 -0.078 0.000
C 4.586 -2.295 -1.532 0.018 0.064 0.009
C -5.676 2.958 0.201 0.025 -0.007 0.019
C -4.272 3.715 2.069 -0.025 0.023 0.013
C -1.255 -2.929 0.317 0.041 -0.123 -0.028
C -0.941 1.352 2.422 0.209 0.085 -0.077
C 2.650 2.995 0.528 -0.028 0.036 0.009
C 4.384 0.360 4.455 -0.024 -0.006 0.029
C -2.244 -1.496 -2.927 0.025 -0.047 -0.017
C -2.326 -0.567 3.453 -0.134 0.014 -0.106
C 3.009 0.299 4.586 0.007 -0.006 -0.025
C -5.434 3.734 1.310 0.039 -0.028 -0.012
C 3.202 1.946 -1.564 0.032 0.005 -0.033
C 2.192 0.264 3.461 -0.103 -0.036 0.017
C 0.490 3.328 -3.134 -0.029 0.009 0.008
C -0.385 -1.699 2.188 0.131 0.094 -0.043
C -1.770 -6.015 -0.412 0.007 -0.001 0.011
C 3.223 4.177 0.085 -0.018 -0.026 0.009
C -4.836 2.056 -0.445 0.023 0.003 0.075
C -1.984 -5.348 -1.607 0.003 0.117 -0.015
C 2.760 -1.253 -0.345 0.112 0.013 0.032
C -2.603 -0.079 -3.305 0.018 0.038 -0.109
C -3.544 1.620 -0.152 0.042 -0.091 -0.099
H -1.257 -6.107 1.611 -0.002 -0.015 0.015
H 0.541 1.161 -5.023 -0.026 -0.005 -0.018
H -2.227 -5.969 -2.461 -0.003 -0.041 -0.008
H -2.974 -0.490 2.573 0.032 -0.013 0.090
H 4.273 5.155 -1.505 0.021 0.040 -0.019
H 1.288 -1.966 -2.087 0.007 0.058 -0.014
H -0.864 -3.952 2.108 0.008 -0.013 0.052
H 3.192 1.092 -2.228 0.019 -0.019 0.050
H -6.210 4.422 1.617 -0.019 0.015 -0.001
H -2.435 3.094 2.742 0.048 0.024 0.033
H 4.469 -0.203 -1.147 -0.034 -0.021 0.001
H -3.114 -0.110 -4.270 -0.009 -0.012 0.070
H 1.128 0.216 3.638 0.052 0.003 -0.048
H -4.409 -0.082 -2.143 0.052 -0.010 -0.039
H 4.256 3.167 -2.973 0.026 0.006 -0.042
H 5.527 -2.203 -2.055 0.033 0.014 -0.021
H -3.163 -2.089 -3.000 0.038 0.040 -0.043
H 0.194 -0.795 2.305 -0.070 -0.136 0.014
H -5.288 1.625 -1.323 -0.002 -0.005 -0.009
H 3.222 5.044 0.728 0.010 0.045 0.026
H -4.234 4.424 2.888 -0.016 0.004 0.001
H 1.531 3.414 -3.443 0.038 0.000 -0.008
H -1.886 -7.090 -0.418 -0.004 -0.021 -0.007
H -3.857 1.514 -2.675 0.039 -0.088 -0.003
H 1.290 -2.629 0.418 -0.040 0.010 -0.018
H 1.374 -0.369 -4.630 -0.008 0.037 0.023
H 2.226 2.957 1.525 0.001 -0.036 -0.012
H -6.645 3.083 -0.267 -0.010 0.002 0.000
H 0.264 4.145 -2.454 -0.010 -0.002 0.003
H 2.139 1.209 -4.329 0.018 0.005 -0.019
H -2.317 1.477 4.084 -0.041 -0.002 -0.020
H -2.996 -0.739 4.297 0.031 -0.029 0.030
H 2.557 0.277 5.567 -0.021 0.002 0.040
H 4.487 -4.422 -1.765 0.029 -0.047 -0.017
H 2.372 -4.625 -0.488 -0.009 -0.024 -0.002
H -0.132 3.430 -4.025 -0.032 0.016 -0.004
H -0.747 2.422 2.542 -0.021 -0.030 0.006
H -1.735 0.565 -3.456 -0.021 -0.053 0.029
H -2.033 -2.672 3.210 -0.012 0.018 -0.021
H 5.014 0.387 5.333 0.015 0.004 0.032
H -0.835 0.653 4.443 -0.009 -0.033 0.046
H 0.050 0.945 2.263 -0.154 0.037 0.050
H 4.611 0.400 1.095 -0.042 0.001 -0.008
H -1.514 -1.913 -3.626 -0.015 0.048 0.013
H -2.136 -3.776 -2.920 0.008 0.034 -0.027
H 6.022 0.446 3.072 0.030 -0.003 -0.012
H -0.846 -1.912 4.238 0.008 0.023 0.042
H 0.354 -2.501 2.296 -0.064 0.023 0.014
```
Forces are in eV/Å.

The LUMO energy comes out at -6.41 eV. As for the gap between HOMO and LUMO: 6.364 eV. For the largest force on an atom, the calculation gives 1.03 eV/A. The energy relative to the best compared isomer or geometry (same formula, charge and spin) is 0.0000 eV. Its net charge is +2.

***

A molecular structure, C44H48Cl2N5O3SiTi, computed with ωB97M-V/def2-TZVPD.

```
104
Properties=species:S:1:pos:R:3:forces:R:3
Ti 0.746 -0.556 -0.407 1.219 0.308 1.257
Cl 4.878 -1.344 -1.973 0.198 0.127 -0.217
Cl 1.150 2.625 -2.493 -0.280 0.023 0.285
Si 0.021 2.160 1.641 0.189 0.036 -0.004
O -0.709 -1.578 0.806 -0.357 0.051 0.036
O 0.358 0.816 0.816 0.016 0.574 0.509
O -0.506 -0.279 -1.731 -0.770 0.180 -1.127
N -4.290 -4.206 -1.621 -0.011 0.013 0.054
N 1.249 -2.338 -1.557 0.137 -0.734 0.026
N -2.153 -2.862 -1.978 -0.079 -0.034 -0.122
N 2.255 0.017 -1.169 0.181 1.526 -0.955
N 1.877 -1.818 0.949 0.188 -0.327 0.462
C 4.369 0.281 -2.391 -0.254 0.137 0.129
C -1.158 0.223 -5.247 0.020 -0.144 -0.007
C 3.661 2.753 -3.334 -0.030 0.111 -0.026
C 0.378 -1.806 4.277 0.119 0.019 -0.003
C 5.286 1.039 -3.097 0.069 -0.180 0.017
C 3.760 3.691 0.733 -0.005 0.048 0.015
C 3.674 5.060 0.962 -0.031 -0.074 0.003
C 1.727 1.717 5.407 0.008 -0.032 -0.054
C -1.720 2.766 1.164 -0.145 0.092 -0.003
C -2.162 4.027 1.925 0.053 -0.033 -0.023
C -3.152 -4.888 -0.989 -0.020 0.098 -0.111
C 1.354 4.795 1.553 -0.061 0.003 0.002
C -4.428 -2.869 -1.024 0.125 -0.078 -0.085
C 4.951 2.297 -3.553 0.117 0.134 -0.116
C -2.710 -3.249 -3.273 -0.015 -0.002 0.153
C 0.678 1.829 6.311 -0.048 -0.032 -0.046
C 2.889 -2.574 0.243 -0.318 -0.033 0.001
C 1.124 -2.397 -2.819 -0.153 0.036 -0.073
C 0.337 -1.623 -5.009 0.107 -0.106 -0.031
C -0.387 -0.788 -5.830 -0.131 0.122 -0.058
C -3.131 -2.042 -1.256 0.025 -0.137 -0.118
C 0.325 -1.483 -3.619 0.024 0.062 0.191
C -0.855 2.032 4.464 0.041 -0.027 0.006
C 1.690 -2.010 2.202 -0.279 -0.104 -0.232
C 0.456 -1.711 2.879 0.020 0.196 -0.026
C -4.024 -4.056 -3.056 0.079 0.028 0.083
C 1.413 3.417 1.327 0.039 -0.099 -0.209
C 3.064 0.720 -1.998 0.083 -0.088 -0.014
C -1.753 3.077 -0.340 0.157 -0.085 -0.032
C -0.617 1.977 5.835 0.038 -0.009 -0.054
C -0.454 -0.461 -3.027 -0.042 -0.123 -0.113
C -1.988 -1.507 4.182 0.043 -0.021 0.061
C 1.479 1.778 4.042 -0.051 0.000 0.013
C -0.820 -1.701 4.940 -0.048 0.063 -0.026
C 0.184 1.953 3.532 -0.046 -0.174 0.040
C 2.466 5.610 1.370 -0.025 -0.043 -0.001
C -1.198 0.374 -3.878 -0.130 0.111 0.078
C 2.755 2.001 -2.621 0.076 -0.898 0.512
C -1.948 -1.446 2.812 -0.070 0.018 -0.034
C -0.724 -1.545 2.093 0.018 -0.323 -0.070
C -2.717 1.618 1.410 0.103 0.010 -0.017
C 2.644 2.884 0.915 -0.117 0.195 -0.061
C 2.125 -3.294 -0.878 -0.019 0.113 0.083
C -1.849 -4.059 -1.196 -0.142 0.082 -0.041
H -0.867 -1.767 6.019 0.006 0.035 0.002
H 2.390 6.678 1.546 -0.009 -0.038 0.003
H 2.314 1.704 3.349 -0.047 0.022 0.097
H -2.351 0.690 0.956 -0.069 0.079 0.023
H -2.943 -1.414 4.693 0.053 -0.006 -0.049
H 3.395 -3.302 0.882 -0.017 -0.098 0.117
H 3.606 -1.899 -0.187 0.069 0.137 0.033
H -3.198 4.279 1.658 0.069 -0.022 0.014
H 4.544 5.693 0.824 -0.032 -0.013 -0.016
H 2.714 1.824 0.713 0.008 -0.109 -0.077
H 0.948 -2.410 -5.444 -0.021 0.015 0.034
H 2.743 1.590 5.768 -0.039 0.002 -0.027
H 1.495 -4.060 -0.419 -0.085 -0.036 -0.002
H -2.885 -2.337 -3.852 0.022 -0.046 -0.005
H -1.093 -4.636 -1.739 -0.003 0.012 0.038
H 0.423 5.251 1.879 0.145 -0.030 0.002
H -2.750 3.444 -0.622 0.060 -0.028 0.034
H -1.879 2.143 4.125 0.090 -0.030 0.053
H 4.694 3.251 0.398 -0.045 0.016 0.007
H -0.358 -0.905 -6.906 0.017 -0.006 0.040
H -1.544 2.174 -0.923 0.050 0.096 0.002
H -3.686 1.862 0.953 0.034 0.019 0.033
H 3.346 3.712 -3.730 -0.036 -0.076 0.063
H -1.785 1.161 -3.415 0.038 -0.051 -0.029
H -5.302 -2.389 -1.472 -0.006 0.006 0.009
H -4.883 -3.547 -3.502 0.007 -0.020 -0.018
H 0.868 1.794 7.379 -0.008 0.001 -0.043
H -1.421 -3.729 -0.247 0.019 -0.013 -0.021
H -1.019 3.843 -0.615 -0.043 -0.067 -0.001
H 2.817 -3.776 -1.570 0.035 -0.014 -0.132
H 2.450 -2.545 2.772 0.099 -0.128 0.072
H -3.381 -5.011 0.072 0.011 -0.016 -0.003
H -2.667 -1.733 -0.323 0.012 0.059 0.041
H 6.266 0.625 -3.296 -0.031 -0.039 0.016
H -3.325 -1.145 -1.852 0.023 -0.019 0.017
H -2.112 3.902 3.009 -0.025 0.064 -0.100
H -1.735 0.892 -5.875 0.032 -0.003 0.021
H -1.445 2.051 6.531 0.022 -0.008 -0.036
H 1.677 -3.156 -3.371 0.039 -0.129 -0.117
H -1.536 4.884 1.657 -0.150 -0.077 0.024
H -2.855 -1.308 2.233 0.042 -0.038 0.029
H -4.630 -3.001 0.042 -0.010 0.017 -0.001
H -1.959 -3.842 -3.804 -0.022 0.014 -0.012
H -2.886 1.429 2.473 0.019 -0.028 -0.074
H -3.960 -5.055 -3.496 -0.009 0.017 -0.004
H 1.297 -1.973 4.834 -0.068 0.035 -0.030
H 5.670 2.898 -4.099 -0.067 -0.043 0.037
H -3.072 -5.885 -1.434 0.013 0.010 0.025
```
Forces are in eV/Å.

The LUMO energy comes out at 2.36 eV. As for the gap between HOMO and LUMO: 6.666 eV. For the largest force on an atom, the calculation gives 1.81 eV/A. The energy relative to the best compared isomer or geometry (same formula, charge and spin) is 0.0000 eV. Its net charge is -1.